*a*
CH2ClNO2 | ωB97M-V/def2-TZVPD

Computed properties:
- E_LUMO (spin up / spin down): -1.4 / -1.9 eV
- Gap between HOMO and LUMO (spin up / spin down): 8.5870 / 7.7346 eV
- 2S+1: 1
- HOMO (spin up / spin down): -10.03 / -9.61 eV

```
7
CH2ClNO2 ωB97M-V/def2-TZVPD
C -0.754 0.171 0.167
N 2.177 -0.799 -1.444
O -0.056 0.532 -0.785
O 1.554 -0.396 -0.568
Cl -0.161 0.699 2.048
H -1.771 0.680 0.172
H -0.990 -0.887 0.409
```

---

*b*
CH2ClNO2 | ωB97M-V/def2-TZVPD

Computed properties:
- E_LUMO (spin up / spin down): -1.4 / -1.8 eV
- Gap between HOMO and LUMO (spin up / spin down): 8.7808 / 8.9972 eV
- 2S+1: 1
- HOMO (spin up / spin down): -10.18 / -10.79 eV

```
7
CH2ClNO2 ωB97M-V/def2-TZVPD
C 0.187 -0.391 0.320
N -0.588 0.703 -0.221
O -0.164 1.339 -1.147
O -1.626 0.901 0.372
Cl 1.702 0.118 0.946
H -0.376 -1.066 0.948
H 0.865 -1.603 -1.217
```

---

Most stable of them? *a*.

---

*a*
CH2ClNO2 | ωB97M-V/def2-TZVPD

Computed properties:
- E_LUMO: -0.4 eV
- Gap between HOMO and LUMO: 10.8347 eV
- 2S+1: 1
- HOMO: -11.28 eV

```
7
CH2ClNO2 ωB97M-V/def2-TZVPD
C 0.492 -0.132 0.216
N -0.794 0.401 -0.199
O -1.814 -0.031 0.283
O -0.685 1.264 -1.036
Cl 0.854 -1.524 -0.814
H 1.447 0.514 0.010
H 0.499 -0.490 1.540
```

---

*b*
CH2ClNO2 | ωB97M-V/def2-TZVPD

Computed properties:
- E_LUMO (spin up / spin down): 0.0 / -2.2 eV
- Gap between HOMO and LUMO (spin up / spin down): 10.9584 / 5.9269 eV
- 2S+1: 1
- HOMO (spin up / spin down): -10.95 / -8.17 eV

```
7
CH2ClNO2 ωB97M-V/def2-TZVPD
C 1.492 -0.651 0.427
N -2.253 0.830 -0.756
O -2.276 -0.366 -0.723
O -1.606 1.559 -0.042
Cl 1.280 0.867 -0.099
H 1.332 -0.911 1.418
H 2.031 -1.328 -0.224
```

---

Most stable of them? *a*.

---

*a*
C3H4N2 | ωB97M-V/def2-TZVPD

Computed properties:
- E_LUMO (spin up / spin down): -1.6 / -1.6 eV
- Gap between HOMO and LUMO (spin up / spin down): 7.5654 / 7.5638 eV
- 2S+1: 1
- HOMO (spin up / spin down): -9.18 / -9.18 eV

```
9
C3H4N2 ωB97M-V/def2-TZVPD
C 0.140 0.153 -0.004
N 0.333 -1.104 0.372
C -0.787 1.121 -0.079
C 1.589 0.355 -0.064
N 2.719 0.578 -0.173
H -0.556 -2.158 -0.244
H -1.117 -1.957 0.363
H -1.823 0.872 0.093
H -0.496 2.140 -0.264
```

---

*b*
C3H4N2 | ωB97M-V/def2-TZVPD

Computed properties:
- E_LUMO: 1.0 eV
- Gap between HOMO and LUMO: 9.9572 eV
- 2S+1: 1
- HOMO: -9.00 eV

```
9
C3H4N2 ωB97M-V/def2-TZVPD
C 0.541 -0.913 -0.160
C -0.110 -0.241 -1.193
N -0.789 0.872 -0.972
N -0.617 0.927 0.524
C 0.337 0.110 0.831
H 1.307 -1.696 0.050
H -0.294 -0.547 -2.159
H -0.930 1.642 1.254
H 0.554 -0.154 1.825
```

---

Most stable of them? *b*.